Record 1
The following is a DFT calculation (ωB97M-V/def2-TZVPD) of a structure of composition C30H75Cs2N5O4S.

XYZ file:
```
117
Properties=species:S:1:pos:R:3:forces:R:3:lowdin_spin:R:1
Cs 4.80657 16.41104 -10.39523 0.183 -0.173 -0.385 0.40
Cs 8.37909 17.41253 -12.72485 -0.254 -0.339 -0.166 0.52
S 5.98273 14.85338 -13.34606 0.130 -2.785 0.038 0.02
O 5.49285 14.25189 -14.56318 -0.900 -0.586 -1.263 0.00
O 7.44484 14.74083 -13.33163 1.561 0.450 0.525 0.01
O 5.59815 16.24755 -13.28351 -0.523 3.698 0.449 0.01
O 5.40420 14.19635 -12.14378 -0.121 -0.092 0.601 0.00
C 7.32957 13.87397 -17.90448 -0.668 0.511 0.856 0.00
C 6.28816 14.39932 -18.90567 1.519 -0.190 0.950 0.00
N 6.82518 14.41984 -20.26031 -1.029 -0.940 -0.912 0.00
C 7.83391 15.45047 -20.43117 0.333 -0.198 0.662 0.00
C 8.51597 15.50992 -21.78229 -0.892 0.193 -0.570 0.00
C 5.70665 14.48497 -21.22881 0.041 -0.180 0.597 0.00
C 4.91751 15.79726 -21.24824 0.442 0.333 -0.362 0.00
H 8.22295 14.48996 -17.80190 0.170 -0.213 -0.350 0.00
H 7.54754 12.81274 -18.02442 0.259 0.139 -0.473 0.00
H 6.87023 13.93721 -16.91802 -0.148 0.039 0.254 0.00
H 5.43399 13.75126 -18.70942 -0.220 -0.088 -0.966 0.00
H 5.97207 15.40085 -18.61390 -0.040 0.287 0.256 0.00
H 7.40093 16.40541 -20.13334 -0.055 0.661 -0.307 0.00
H 8.63267 15.30560 -19.70377 -0.135 -0.304 0.204 0.00
H 7.77344 15.72187 -22.55160 -0.046 0.137 -0.200 0.00
H 9.22657 16.33600 -21.80957 0.143 -0.147 0.070 0.00
H 8.98124 14.57604 -22.09771 0.174 -0.030 0.376 0.00
H 5.00635 13.69617 -20.95408 0.131 -0.179 0.173 0.00
H 6.05306 14.19949 -22.22209 0.130 0.263 -0.114 0.00
H 4.86794 16.29112 -20.27779 -0.083 -0.245 0.151 0.00
H 3.89941 15.64557 -21.60682 0.018 0.010 -0.058 0.00
H 5.41977 16.50796 -21.90454 -0.128 0.172 -0.144 0.00
C 2.08642 13.56113 -12.14446 0.005 -0.225 -0.212 0.00
C 1.84253 14.60861 -11.04098 0.050 -0.692 -0.671 0.00
N 0.51371 14.55854 -10.41566 1.286 -0.437 2.160 0.00
C 0.33269 13.29986 -9.69674 -0.815 0.042 0.263 0.00
C -0.78718 13.28031 -8.64067 0.426 0.027 0.227 0.00
C -0.56465 14.83351 -11.26905 -1.286 0.578 -0.843 0.00
C -0.48091 16.26941 -11.74885 0.210 -0.071 -0.896 0.00
H 1.74313 12.57297 -11.83820 -0.021 -0.041 0.040 0.00
H 3.13112 13.45575 -12.43704 0.252 0.254 0.406 0.00
H 1.59806 13.80429 -13.08811 -0.358 0.130 0.160 0.00
H 2.55537 14.45786 -10.23028 0.062 -0.081 0.030 0.00
H 2.05336 15.57960 -11.48912 -0.263 0.241 0.213 0.00
H 0.10178 12.52156 -10.42410 -0.002 -0.470 -0.106 0.00
H 1.22328 12.98052 -9.15548 0.351 0.320 -0.325 0.00
H -1.79397 13.45115 -9.02183 0.094 -0.059 -0.049 0.00
H -0.73715 12.30992 -8.14676 -0.294 -0.281 -0.230 0.00
H -0.59948 13.96218 -7.81125 0.047 0.447 -0.238 0.00
H -1.55352 14.72282 -10.82410 0.220 -0.093 0.841 0.00
H -0.61801 14.08291 -12.05763 0.114 0.059 -0.857 0.00
H -0.18338 16.92581 -10.93111 -0.146 -0.049 0.057 0.00
H -1.41549 16.61559 -12.19023 -0.036 -0.002 0.060 0.00
H 0.27994 16.33734 -12.52642 0.041 0.255 -0.077 0.00
C 5.10109 17.56172 -17.04378 -1.193 0.785 0.784 0.00
C 4.83198 18.49470 -15.81452 1.522 -1.118 -1.075 0.00
N 4.99069 19.89422 -16.19431 -0.677 -0.724 0.444 0.00
C 5.15713 20.68923 -14.96741 -0.030 0.673 -1.060 0.01
C 5.62196 22.09848 -15.31768 -0.234 -0.001 0.305 0.00
C 3.87290 20.35912 -17.06119 0.108 0.748 0.703 0.00
C 2.47985 20.46626 -16.38347 0.175 -0.283 0.297 0.00
H 4.25493 17.60455 -17.72954 -0.041 -0.135 -0.229 0.00
H 5.20561 16.53242 -16.70065 0.263 0.030 -0.036 0.00
H 5.97309 17.95476 -17.56651 0.144 -0.261 0.091 0.00
H 3.93903 18.25861 -15.23572 -0.394 -0.019 -0.232 0.00
H 5.65111 18.19895 -15.15903 0.008 0.398 0.381 0.00
H 5.89091 20.24123 -14.29736 -0.041 -0.369 -0.257 0.01
H 4.21136 20.75636 -14.42973 -0.084 -0.059 0.427 0.00
H 4.77431 22.68419 -15.67339 0.095 0.222 -0.018 0.00
H 6.38927 22.08964 -16.09179 0.023 -0.106 0.030 0.00
H 6.02795 22.56686 -14.42108 -0.031 0.212 -0.048 0.00
H 4.20644 21.34660 -17.38013 -0.329 0.195 -0.154 0.00
H 3.80217 19.78130 -17.98274 0.206 -0.330 0.241 0.00
H 2.50148 21.14218 -15.52862 0.035 0.188 -0.084 0.00
H 1.66038 20.78765 -17.02633 0.304 0.207 -0.370 0.00
H 2.12826 19.51904 -15.97449 0.244 -0.269 -0.039 0.00
C -0.46765 17.33955 -17.97706 0.640 0.700 -0.894 0.00
C 0.83593 16.92544 -17.32935 -0.768 -0.333 0.851 0.00
N 1.07458 15.47528 -17.39645 0.366 0.200 -1.070 0.00
C 1.08636 15.00183 -18.83655 -0.702 0.029 1.304 0.00
C 1.05565 13.48209 -19.02861 0.830 0.606 0.573 0.00
C 2.34021 15.12054 -16.71194 -1.040 -1.123 -0.167 0.00
C 2.33290 15.47564 -15.26435 0.336 0.730 0.715 0.00
H -0.29079 17.27086 -19.05041 -0.805 -0.168 -0.167 0.00
H -0.62901 18.40335 -17.80267 -0.051 0.095 0.192 0.00
H -1.34753 16.80277 -17.62241 0.211 -0.244 -0.176 0.00
H 1.67012 17.52559 -17.69272 0.312 0.085 -0.531 0.00
H 0.70691 17.27185 -16.30396 0.430 -0.595 0.436 0.00
H 0.17909 15.34971 -19.33043 0.134 0.359 0.135 0.00
H 1.95185 15.42119 -19.34957 0.253 0.112 -0.254 0.00
H 0.21726 12.99680 -18.52891 -0.118 0.175 -0.136 0.00
H 1.04581 13.31369 -20.10548 -0.061 -0.325 0.052 0.00
H 1.97173 13.07809 -18.59772 0.001 -0.352 -0.221 0.00
H 3.24380 15.50853 -17.18211 0.041 0.007 -0.410 0.00
H 2.35238 14.03076 -16.69378 0.368 -0.089 -0.521 0.00
H 3.06173 14.87707 -14.71789 0.013 -0.107 -0.067 0.00
H 1.33154 15.33306 -14.85807 -0.034 0.046 0.143 0.00
H 2.66904 16.50234 -15.11948 -0.287 0.170 0.203 0.00
C 7.97929 8.89045 -16.13633 -0.677 -0.219 0.388 0.00
C 8.50973 10.30988 -16.25560 0.775 -0.204 1.158 0.00
N 8.90558 10.85730 -14.91965 -0.986 -0.785 -0.376 0.00
C 9.15039 12.30061 -14.95238 -0.161 -0.071 0.135 0.00
C 10.30337 12.72105 -15.84613 0.412 0.263 1.378 0.00
C 9.92107 10.07024 -14.15199 -0.707 0.635 -1.249 0.00
C 10.07642 10.46532 -12.70747 1.009 0.292 0.968 0.00
H 8.72951 8.20905 -15.73511 0.075 -0.041 -0.315 0.00
H 7.55812 8.47780 -17.05309 0.424 0.135 -0.335 0.00
H 7.14047 8.82336 -15.44353 -0.011 0.332 0.270 0.00
H 9.36232 10.28619 -16.93429 0.434 -0.023 -0.272 0.00
H 7.79852 10.98108 -16.73704 -0.212 0.041 0.411 0.00
H 8.31836 12.89890 -15.32371 -0.716 -0.650 0.311 0.00
H 9.25455 12.59829 -13.90899 0.240 0.323 -0.185 0.00
H 10.03111 12.57893 -16.89196 0.565 -0.089 0.019 0.00
H 10.52994 13.76363 -15.62298 -0.243 0.293 -0.421 0.00
H 11.18980 12.22004 -15.45712 0.348 -0.412 -0.863 0.00
H 10.86496 10.15392 -14.69066 0.680 0.174 0.181 0.00
H 9.74995 8.99406 -14.17763 -0.673 0.116 -0.150 0.00
H 10.48595 11.46195 -12.54282 -0.336 0.279 -0.302 0.00
H 10.86697 9.86121 -12.26228 0.135 -0.430 -0.111 0.00
H 9.24229 10.34236 -12.01668 -0.447 0.027 -0.581 0.00
```
Forces are in eV/Å.

Computed properties:
F_max ... 3.8 eV/A
E_HOMO (alpha / beta) ... -0.0287 / -0.1906 Ha
DFT total energy ... -59897.6172 eV
LUMO level (alpha / beta) ... 1.505 / 1.805 eV
Orbital gap (alpha / beta) ... 2.285 / 6.992 eV
Multiplicity ... 2
Total charge ... -1
⟨S²⟩ ... 0.750

---

Record 2
The following is a DFT calculation (ωB97M-V/def2-TZVPD) of a cluster of 6 separate species, C30H75N6O13 in total.

XYZ file:
```
124
Properties=species:S:1:pos:R:3:forces:R:3:lowdin_charge:R:1
N 0.16626 0.71902 0.73998 -0.601 0.287 0.165 -0.57
O -1.09798 0.76787 0.93824 0.303 -0.101 -0.107 -0.11
O 0.66491 1.50372 -0.08550 0.062 -0.402 0.138 -0.03
O 0.84415 -0.08729 1.39370 0.027 0.373 -0.132 -0.03
C -3.42806 -1.31200 3.16056 -0.094 0.305 0.491 -0.09
O -2.20893 -1.84502 3.63112 -0.231 -0.278 -0.046 -0.21
C -1.68844 -1.23671 4.79278 0.183 0.478 -0.188 -0.21
C -0.80818 -0.01617 4.54438 -0.272 -0.046 -0.385 -0.21
N -1.51226 1.11777 3.92074 0.351 -0.015 0.904 -0.05
C -0.66047 2.31211 4.05500 -1.050 0.246 -0.374 -0.20
C -1.48276 3.51379 3.58286 0.831 -1.310 -1.423 -0.24
O -0.77587 4.69792 3.85308 -0.366 0.101 0.358 -0.18
C -1.25737 5.79612 3.12645 0.223 0.267 -0.290 -0.13
H -3.27355 -0.30878 2.76093 -0.200 -0.103 -0.237 0.06
H -4.16005 -1.23851 3.97804 0.075 0.057 0.058 0.09
H -3.86244 -1.99065 2.42786 0.315 0.021 -0.208 0.09
H -1.09129 -2.01287 5.27577 0.047 0.035 0.128 0.11
H -2.47882 -0.90528 5.47861 -0.233 -0.258 -0.073 0.12
H 0.06920 -0.27412 3.93881 0.084 -0.205 0.117 0.10
H -0.48320 0.30219 5.53934 0.164 0.041 -0.012 0.11
H -1.56265 0.94050 2.91778 0.062 -0.173 -0.073 0.05
H 0.21684 2.17235 3.41694 0.351 0.384 0.287 0.12
H -0.40158 2.51804 5.09569 0.213 -0.394 0.034 0.12
H -2.50642 3.39190 3.95316 0.049 0.684 0.513 0.12
H -1.55604 3.37384 2.49123 -0.163 0.256 -0.045 0.11
H -2.34078 5.90968 3.23703 0.014 0.151 0.104 0.09
H -1.03273 5.73359 2.05193 -0.076 -0.356 0.027 0.09
H -0.72056 6.68114 3.47210 -0.237 0.006 0.226 0.08
C 4.46082 4.19114 -7.21972 0.179 0.344 0.314 -0.13
O 4.24589 3.12791 -6.31947 0.080 -0.321 -0.784 -0.17
C 3.26485 2.23386 -6.80978 -0.192 -0.124 0.299 -0.24
C 3.00125 1.16080 -5.76360 -0.097 -0.223 -0.140 -0.22
N 2.26280 1.62079 -4.60559 0.010 0.026 0.004 -0.05
C 0.85535 1.87147 -4.86501 -0.022 0.242 -0.051 -0.21
C 0.09895 2.27213 -3.60675 0.156 -0.586 -0.591 -0.25
O 0.63488 3.45581 -3.09370 -0.129 0.647 -0.030 -0.15
C -0.21615 4.10603 -2.17828 -1.170 -0.770 0.678 -0.11
H 3.67719 4.94314 -7.07879 0.137 0.188 -0.039 0.09
H 4.48110 3.94226 -8.28831 -0.153 -0.538 0.101 0.08
H 5.45014 4.59390 -6.99990 -0.166 0.252 0.160 0.08
H 3.60713 1.73996 -7.72878 0.153 0.047 -0.026 0.12
H 2.35762 2.79074 -7.07769 -0.057 -0.037 0.110 0.11
H 3.97984 0.77253 -5.47491 0.006 0.143 0.284 0.12
H 2.49547 0.30233 -6.23543 -0.111 0.086 -0.323 0.11
H 2.35039 0.95131 -3.85106 0.072 0.092 0.085 0.12
H 0.32669 1.00724 -5.30124 0.050 -0.206 0.017 0.11
H 0.77406 2.66512 -5.61194 -0.006 0.118 0.117 0.11
H 0.14233 1.41598 -2.91940 0.188 0.302 0.433 0.10
H -0.96248 2.38065 -3.86690 0.007 0.230 -0.083 0.11
H -0.08259 5.18287 -2.12325 0.652 -0.018 -0.166 0.08
H -0.17190 3.64042 -1.18820 0.524 0.167 0.129 0.07
H -1.27978 3.96418 -2.42026 0.050 0.059 -0.550 0.07
C 2.26173 -2.10703 5.81349 -0.061 0.485 0.250 -0.13
O 3.39580 -1.82297 5.03287 -0.067 0.191 -0.109 -0.18
C 3.01564 -1.09360 3.86392 -0.358 -0.903 -0.658 -0.22
C 4.16927 -1.06103 2.88708 0.478 0.320 0.348 -0.20
N 4.32312 -2.31780 2.13948 -0.152 0.895 0.856 -0.03
C 5.46166 -2.29465 1.24609 0.216 -0.864 -0.409 -0.22
C 6.83452 -2.41516 1.92449 -0.058 0.356 -0.017 -0.22
O 6.90568 -3.47100 2.86725 -0.253 -0.089 0.014 -0.19
C 6.70771 -4.75117 2.31431 0.009 -0.099 -0.084 -0.12
H 2.59369 -2.59793 6.72646 -0.011 -0.093 -0.029 0.08
H 1.51122 -2.71885 5.30024 0.193 -0.187 -0.162 0.07
H 1.74859 -1.17300 6.08241 0.013 -0.012 0.120 0.08
H 2.63835 -0.08867 4.07297 0.184 0.059 0.351 0.12
H 2.19025 -1.65577 3.40986 -0.062 0.238 -0.262 0.10
H 5.07082 -0.87440 3.49550 -0.015 0.211 -0.018 0.12
H 4.06044 -0.20321 2.22189 -0.191 -0.199 -0.221 0.12
H 4.51054 -2.97123 2.89936 -0.027 -0.437 -0.464 0.11
H 5.46529 -1.43960 0.56617 -0.171 0.310 0.370 0.12
H 5.31150 -3.13062 0.55344 0.222 -0.089 0.033 0.10
H 7.05613 -1.51474 2.49975 -0.061 -0.013 0.034 0.11
H 7.63499 -2.50424 1.17672 -0.075 -0.153 -0.110 0.12
H 7.56799 -5.04448 1.70267 0.057 -0.091 0.003 0.09
H 5.81400 -4.83089 1.69045 -0.057 0.172 0.005 0.06
H 6.57201 -5.45317 3.13481 0.201 0.021 0.078 0.09
C -4.26740 1.58852 0.94413 0.009 -0.293 0.492 -0.12
O -4.47751 2.59104 -0.01813 -0.261 0.445 0.031 -0.20
C -3.32722 2.87122 -0.80161 0.852 -0.549 -0.054 -0.21
C -3.07140 1.80367 -1.86718 -0.551 -0.830 -0.168 -0.21
N -3.92332 1.86559 -3.05944 -0.171 1.163 0.119 -0.04
C -5.34988 1.95793 -2.73752 0.650 -0.489 -0.225 -0.21
C -6.20793 1.78375 -3.96998 0.352 0.705 0.244 -0.25
O -6.05925 0.46831 -4.46435 -0.779 0.215 0.065 -0.18
C -6.95906 0.22113 -5.52561 0.664 -0.353 -0.279 -0.12
H -3.45487 1.82682 1.63859 0.222 0.048 -0.266 0.07
H -4.07045 0.61592 0.48592 0.147 -0.027 0.052 0.07
H -5.15359 1.47965 1.57309 -0.229 0.199 -0.305 0.09
H -2.43445 2.85183 -0.16423 -0.040 0.023 0.094 0.10
H -3.40152 3.88085 -1.20720 -0.346 -0.043 -0.132 0.12
H -3.22802 0.84104 -1.36220 -0.026 -0.045 0.188 0.10
H -2.02798 1.75013 -2.16575 0.013 0.459 0.051 0.07
H -3.74021 1.12890 -3.72371 0.034 -0.260 0.216 0.10
H -5.52614 2.92851 -2.27885 -0.211 0.050 -0.042 0.12
H -5.61078 1.19674 -1.99323 -0.286 -0.046 0.064 0.12
H -5.90768 2.52865 -4.72235 0.151 -0.167 -0.138 0.12
H -7.24833 2.03700 -3.72991 -0.126 -0.401 0.079 0.12
H -8.00326 0.46898 -5.31428 0.050 0.123 0.308 0.08
H -6.89293 -0.84636 -5.73749 -0.054 0.047 -0.086 0.08
H -6.63785 0.77742 -6.41422 -0.145 0.011 -0.070 0.09
C -0.94415 -1.18767 -2.47060 0.297 -0.855 -0.009 -0.10
O -0.64428 -2.05397 -1.39948 0.299 -0.019 -0.118 -0.17
C -1.77229 -2.31788 -0.61239 -0.704 -0.105 0.461 -0.24
C -1.41661 -3.35401 0.44058 0.912 -0.105 -0.404 -0.21
N -0.40078 -2.87373 1.35037 -0.212 -0.685 -0.276 -0.03
C -0.13676 -3.81781 2.41960 0.808 0.959 -0.519 -0.20
C 0.60373 -5.06257 1.94301 -0.933 -0.271 0.093 -0.25
O 1.86991 -4.74465 1.43910 0.104 0.293 0.076 -0.17
C 2.58370 -5.88156 1.07589 0.538 -0.202 -0.100 -0.14
H -1.37661 -0.26121 -2.08966 -0.170 -0.019 -0.281 0.06
H -1.57538 -1.75533 -3.17382 -0.400 0.570 0.010 0.09
H -0.01976 -0.98484 -3.01468 0.080 0.126 0.253 0.08
H -2.60983 -2.71847 -1.20789 0.132 -0.061 -0.243 0.12
H -2.15237 -1.38321 -0.17599 0.176 0.033 0.222 0.10
H -0.98189 -4.19240 -0.12007 -0.001 0.005 -0.091 0.11
H -2.28609 -3.82007 0.93658 -0.363 0.519 0.086 0.11
H -0.56312 -1.92146 1.65002 0.071 -0.038 0.191 0.08
H -1.06096 -4.04733 2.96567 0.083 -0.440 0.161 0.11
H 0.58172 -3.34453 3.09536 -0.260 0.145 0.227 0.10
H 0.03687 -5.60338 1.17210 -0.080 -0.006 -0.008 0.11
H 0.66055 -5.73921 2.81044 0.256 -0.080 -0.014 0.12
H 3.56358 -5.59874 0.68255 -0.086 0.321 0.126 0.07
H 2.10921 -6.45282 0.26551 -0.269 -0.076 0.211 0.09
H 2.76690 -6.52190 1.95090 -0.142 -0.198 -0.117 0.09
```
Forces are in eV/Å.

Computed properties:
F_max ... 2.1 eV/A
E_HOMO ... -0.1966 Ha
DFT total energy ... -67876.1011 eV
LUMO level ... 2.499 eV
Orbital gap ... 7.848 eV
Total charge ... -1